Record 1
Entry from OMol25: a molecular structure, C26H35AsO7P2SbW in a non-equilibrium geometry (the ωB97M-V functional and the def2-TZVPD basis).

Calculated values
- gap between HOMO and LUMO (alpha / beta) (eV) = 5.04 / 5.04
- spin multiplicity = 1
- HOMO energy (alpha / beta) (eV) = -16.78 / -16.78
- M (g/mol) = 902.0
- max |F| (eV/Å) = 4.5
- energy (eV) = -129612.0236
- net charge = +3

Geometry as XYZ:
```
73
Properties=species:S:1:pos:R:3:lowdin_charge:R:1
W 1.619 -0.346 1.044 1.29
C 2.616 -1.417 4.370 -0.04
C 2.119 -1.221 2.952 -0.46
O 3.336 -1.331 1.927 -0.24
P 3.391 1.435 1.144 0.75
O 2.762 1.358 2.714 -0.27
O 3.613 2.996 0.997 -0.12
O 1.895 1.370 0.600 -0.58
P 1.124 -2.646 2.328 0.40
O -0.333 -2.422 2.986 -0.15
O 1.687 -3.980 2.250 -0.18
O 0.865 -1.980 0.886 -0.56
H 3.309 -0.631 4.668 0.09
H 3.105 -2.384 4.511 0.11
H 1.757 -1.387 5.039 0.10
H 3.923 -2.081 2.225 0.17
H 3.217 1.910 3.366 0.10
H 4.497 3.362 0.987 0.10
H -0.735 -3.232 3.322 0.12
C 0.006 2.190 4.609 -0.16
C -1.047 1.196 4.153 -0.31
Sb -0.610 0.475 2.108 1.50
C -2.409 -0.464 1.205 -0.37
C -3.593 -0.507 2.157 -0.16
C -0.750 2.438 1.105 -0.38
C -1.961 3.268 1.477 -0.14
H -0.295 2.589 5.577 0.10
H 0.083 3.041 3.930 0.07
H 0.984 1.716 4.737 0.06
H -2.030 1.648 4.057 0.06
H -1.108 0.338 4.821 0.07
H -2.116 -1.486 0.909 0.05
H -2.642 0.129 0.300 0.06
H -3.346 -1.067 3.056 0.07
H -4.433 -1.000 1.673 0.09
H -3.907 0.493 2.438 0.07
H -0.768 2.227 0.022 0.03
H 0.179 2.979 1.337 0.06
H -2.881 2.728 1.273 0.07
H -1.967 4.178 0.882 0.09
H -1.947 3.551 2.525 0.07
C 0.644 -2.256 -6.129 -0.02
C -0.430 -1.673 -5.472 -0.01
C -0.221 -1.009 -4.269 -0.08
C 1.060 -1.013 -3.752 0.09
C 2.141 -1.579 -4.376 -0.03
C 1.921 -2.240 -5.583 -0.01
As 0.448 -0.346 -1.155 1.32
C 2.403 -0.611 -1.100 -0.52
C 3.088 -1.795 -0.763 -0.11
C 4.473 -1.852 -0.929 -0.03
C 5.169 -0.750 -1.417 0.01
C 4.498 0.406 -1.793 0.00
C 3.114 0.497 -1.655 -0.26
C 2.268 1.593 -2.123 -0.23
C 2.695 2.801 -2.663 0.02
C 1.761 3.725 -3.114 -0.01
C 0.399 3.457 -3.057 -0.02
C -0.048 2.264 -2.517 -0.09
C 0.876 1.341 -2.012 -0.39
H 0.499 -2.708 -7.101 0.14
H -1.424 -1.714 -5.894 0.14
H -1.036 -0.535 -3.710 0.11
H 3.143 -1.548 -3.969 0.13
H 2.752 -2.711 -6.090 0.14
H 2.525 -2.712 -0.525 0.14
H 5.003 -2.771 -0.735 0.13
H 6.237 -0.818 -1.555 0.14
H 5.047 1.213 -2.255 0.13
H 3.747 3.030 -2.753 0.12
H 2.101 4.660 -3.529 0.13
H -0.305 4.180 -3.442 0.13
H -1.106 2.017 -2.485 0.12
```

=====

Record 2
Entry from OMol25: a molecular structure, C23H26AuN4O4PSSe in a non-equilibrium geometry (the ωB97M-V functional and the def2-TZVPD basis).

Calculated values
- gap between HOMO and LUMO (eV) = 4.71
- spin multiplicity = 1
- HOMO energy (eV) = -6.67
- M (g/mol) = 761.5
- max |F| (eV/Å) = 1.5
- energy (eV) = -127584.6500

Geometry as XYZ:
```
61
Properties=species:S:1:pos:R:3:lowdin_charge:R:1
Au -0.383 -0.612 -0.250 1.09
O -2.315 -0.203 0.891 -0.19
C -3.401 -0.691 0.444 -0.44
C -4.330 -1.308 1.332 -0.09
C -5.540 -1.791 0.897 -0.12
C -5.881 -1.722 -0.449 -0.11
C -5.003 -1.144 -1.351 -0.06
C -3.783 -0.622 -0.941 -0.11
C -2.892 -0.039 -1.923 -0.25
N -1.577 -0.160 -1.990 0.01
C -1.153 0.519 -3.085 -0.12
C -2.228 1.069 -3.710 -0.06
N -3.320 0.693 -2.980 0.14
H -4.067 -1.340 2.378 0.10
H -6.220 -2.256 1.596 0.10
H -6.816 -2.140 -0.790 0.09
H -5.251 -1.140 -2.405 0.10
H -0.116 0.549 -3.349 0.11
H -2.300 1.667 -4.595 0.11
H -4.266 1.002 -3.135 0.17
Se -2.819 -4.177 1.327 0.66
C -1.723 -3.246 0.373 -0.96
N -0.923 -2.677 -0.270 -0.05
C 3.391 0.465 1.213 -0.12
C 2.236 0.230 2.184 -0.34
P 1.013 -1.012 1.602 0.96
C 1.940 -2.557 1.250 -0.37
C 3.012 -2.989 2.242 -0.12
C -0.100 -1.334 3.033 -0.35
C 0.465 -1.141 4.436 -0.13
H 4.303 0.682 1.765 0.08
H 3.184 1.310 0.562 0.06
H 3.572 -0.402 0.581 0.06
H 1.678 1.155 2.361 0.09
H 2.617 -0.138 3.141 0.08
H 2.369 -2.422 0.252 0.08
H 1.166 -3.326 1.154 0.07
H 3.786 -2.232 2.343 0.06
H 3.476 -3.905 1.881 0.08
H 2.577 -3.187 3.218 0.06
H -0.471 -2.356 2.890 0.07
H -0.948 -0.656 2.886 0.07
H 1.337 -1.769 4.616 0.06
H -0.301 -1.401 5.165 0.08
H 0.734 -0.100 4.598 0.07
O 1.750 -0.189 -1.473 -0.04
C 1.510 1.017 -1.317 -0.64
N 0.496 1.436 -0.584 -0.11
S 0.349 3.082 -0.564 0.65
O -0.820 3.505 -1.278 -0.28
O 0.527 3.583 0.767 -0.29
C 1.801 3.362 -1.588 -0.19
C 2.355 4.520 -2.080 -0.03
C 3.425 4.404 -2.960 -0.06
C 3.915 3.156 -3.324 -0.06
C 3.364 1.994 -2.802 0.01
C 2.294 2.114 -1.932 -0.16
H 1.966 5.484 -1.790 0.12
H 3.874 5.296 -3.373 0.11
H 4.737 3.081 -4.021 0.11
H 3.729 1.013 -3.069 0.12
```

=====

Record 3
Entry from OMol25: 2 unconnected molecules or ions with the total composition C6H18N3 in a non-equilibrium geometry (the ωB97M-V functional and the def2-TZVPD basis).

Calculated values
- gap between HOMO and LUMO (eV) = 11.20
- spin multiplicity = 1
- relative energy (zero: lowest compared OMol25 entry of this formula, charge and spin) (eV) = 0.4048
- HOMO energy (eV) = -14.11
- M (g/mol) = 132.2
- max |F| (eV/Å) = 1.2
- energy (eV) = -10978.8615
- net charge = +1

Geometry as XYZ:
```
27
Properties=species:S:1:pos:R:3:lowdin_charge:R:1
C -2.156 0.679 -1.334 -0.29
C -1.041 1.101 -2.293 -0.12
C -1.939 1.119 0.123 -0.12
H -2.352 -0.383 -1.379 0.09
H -3.104 1.127 -1.645 0.10
H -0.164 1.474 -1.765 0.06
H -0.784 0.301 -2.992 0.07
H -2.488 0.437 0.779 0.07
H -2.225 2.154 0.287 0.07
H -1.290 1.949 -2.934 0.07
H -0.879 1.095 0.416 0.04
C 2.049 -0.665 -0.107 -0.19
C 1.649 -1.205 -1.452 -0.07
C 0.695 -0.531 1.989 -0.46
N 1.099 -1.183 0.919 0.10
N 1.244 0.652 2.318 0.21
N -0.255 -1.058 2.770 0.21
H 3.014 -1.071 0.182 0.13
H 2.039 0.417 -0.063 0.11
H 0.644 -0.923 -1.769 0.06
H 1.704 -2.292 -1.483 0.09
H 0.598 -2.026 0.682 0.16
H 2.203 0.822 2.067 0.13
H 0.763 1.294 2.925 0.13
H -0.725 -1.883 2.440 0.13
H -0.641 -0.525 3.535 0.14
H 2.342 -0.876 -2.216 0.09
```

=====

spin multiplicity of number 3 (C6H18N3)?
1

=====

Look up the M of the first one.
902.0 g/mol

=====

What is the energy in the first record?
-129612.0236 eV